34
Properties=species:S:1:pos:R:3:forces:R:3 method="wB97M-V/def2-TZVPD" charge=+2 spin_multiplicity=2 lumo_ev="-11.09 / -10.90" e_tot_ha=-2096.67200
V 0.661 -1.240 -0.529 -6.230 1.254 -0.141
Cl -1.588 -1.945 -0.382 1.841 0.404 -0.168
O 2.779 0.106 1.190 -3.716 -2.204 -3.121
O 0.460 -3.186 1.847 1.293 2.388 -4.298
O -0.548 0.320 1.303 1.005 -1.136 -1.488
C -1.207 1.350 0.555 0.152 0.537 -0.470
C 1.969 -0.387 0.509 6.039 3.789 5.050
C 0.348 1.834 3.040 -0.015 0.133 -0.194
C -2.560 1.687 1.123 -0.099 -0.085 -0.055
C 2.463 -1.215 -1.791 -0.645 -0.185 -0.706
C 1.612 -0.107 -2.151 -0.544 -0.819 -0.432
C 0.442 -2.086 -2.512 -0.030 0.470 -0.686
C -0.329 0.523 2.696 0.095 0.152 1.035
C 0.341 -0.637 -2.581 1.014 -0.373 -1.038
C -0.839 0.181 -3.013 -0.220 -0.020 0.335
C 0.687 -2.601 0.872 -1.045 -4.550 5.980
C 1.715 -2.430 -1.991 0.269 0.088 -0.206
H -0.800 0.325 -4.102 0.058 -0.082 0.184
H 2.054 -3.440 -1.745 -0.019 0.387 -0.264
H -1.297 0.440 3.207 0.213 -0.081 -0.106
H -1.335 0.934 -0.460 0.044 0.049 0.353
H -3.022 2.464 0.512 0.018 -0.002 0.094
H 0.291 -0.321 3.019 -0.156 0.041 -0.036
H -0.543 2.227 0.461 -0.241 -0.212 0.189
H 1.274 1.960 2.462 -0.229 0.102 0.175
H 3.498 -1.169 -1.499 0.137 0.082 0.189
H -0.327 2.679 2.847 0.330 -0.129 0.085
H 0.611 1.843 4.103 -0.096 -0.003 -0.204
H 1.830 0.957 -2.121 0.182 -0.215 0.148
H -1.792 -0.305 -2.752 0.382 0.096 -0.226
H -2.484 2.045 2.151 -0.124 0.040 -0.120
H -0.351 -2.775 -2.811 0.325 0.225 0.279
H -0.822 1.174 -2.540 0.068 -0.245 -0.278
H -3.193 0.798 1.085 -0.056 0.105 0.140